No. 1
{
  "formula": "C23H28ClF2KN3NaO13S",
  "method": "wB97M-V/def2-TZVPD",
  "homo_lumo_gap_ev": 3.735,
  "elements": ["C", "C", "C", "C", "C", "C", "C", "F", "C", "C", "C", "C", "C", "C", "S", "O", "O", "Cl", "C", "C", "C", "O", "C", "C", "C", "N", "C", "O", "H", "H", "H", "H", "H", "H", "H", "H", "H", "H", "H", "H", "H", "H", "H", "H", "H", "H", "H", "H", "H", "H", "H", "H", "H", "C", "C", "O", "C", "O", "O", "F", "H", "H", "H", "Na", "N", "O", "O", "O", "K", "N", "O", "O", "O"],
  "xyz": [[2.566976, 2.750368, -1.448878], [1.764823, 3.358221, -0.302501], [0.874681, 2.352627, 0.411187], [1.561604, 1.102164, 0.966964], [2.848058, 1.413902, 1.718768], [0.485625, 0.327798, 1.669609], [0.230303, 0.434720, 3.034332], [0.967125, 1.240347, 3.790862], [-0.798109, -0.217518, 3.673608], [-1.669910, -1.052236, 2.989394], [-2.760404, -1.705509, 3.804212], [-2.450302, -3.132065, 4.323793], [-0.970969, -3.461487, 4.549108], [-0.425318, -4.227370, 3.315676], [1.269710, -3.804107, 3.015178], [2.076801, -4.535242, 3.927385], [1.410785, -2.390178, 2.959825], [1.568018, -4.519442, 1.119227], [-1.458596, -1.193568, 1.606974], [-0.385667, -0.522356, 0.967702], [-0.256743, -0.736075, -0.507046], [0.278947, 0.007815, -1.289654], [-0.870238, -1.948587, -1.079225], [-1.886114, -2.569736, -0.495238], [-2.552443, -3.755258, -1.146340], [-3.979412, -3.427052, -1.356155], [-2.361879, -2.024819, 0.807013], [-3.528047, -2.258776, 1.132900], [2.625482, 1.663823, -1.420360], [2.070472, 3.018318, -2.369716], [3.588005, 3.116096, -1.475686], [1.064298, 4.084597, -0.713298], [2.389095, 3.887718, 0.409665], [0.386069, 2.849496, 1.252940], [0.095133, 2.064909, -0.286512], [1.859850, 0.487435, 0.123641], [3.610675, 1.735813, 1.020029], [3.206698, 0.614487, 2.356572], [2.670683, 2.271905, 2.368658], [-0.931958, -0.053041, 4.731674], [-2.895898, -1.068769, 4.675936], [-3.715215, -1.700058, 3.304656], [-2.946290, -3.220367, 5.286260], [-2.915365, -3.865348, 3.667659], [-0.362277, -2.600493, 4.801372], [-0.909968, -4.140135, 5.393573], [-1.037361, -3.965145, 2.459652], [-0.500646, -5.292427, 3.500711], [-0.499935, -2.287346, -2.034168], [-2.104588, -3.870653, -2.127991], [-2.446203, -4.675590, -0.581510], [-4.584748, -3.992293, -0.780923], [-4.043774, -2.469507, -1.077385], [-0.026797, 3.540184, -6.629780], [0.411272, 4.455163, -5.516685], [1.298538, 3.625951, -4.753441], [1.843161, 2.746703, -5.656357], [2.808414, 2.088628, -5.443264], [1.143112, 2.711619, -6.802081], [-0.624064, 4.810838, -4.740202], [-0.880935, 2.920975, -6.342852], [-0.264749, 4.070505, -7.546348], [0.947261, 5.346193, -5.845521], [-4.730793, -0.668465, -0.392283], [6.287144, 1.600268, 0.737772], [5.930303, 1.497128, 1.928506], [7.466916, 1.423944, 0.409342], [5.426087, 1.887838, -0.142514], [1.058916, 1.316920, -4.075275], [-3.335486, 2.142690, -3.459226], [-4.344495, 2.805231, -3.710230], [-2.811809, 2.171989, -2.319846], [-2.823534, 1.405693, -4.343843]],
  "forces_ev_per_angstrom": [[0.1, 0.0, 0.0], [-0.3, -0.2, 0.1], [0.0, 0.3, 0.3], [0.3, -0.2, -0.3], [-0.7, 0.8, 0.6], [-0.1, -0.4, -0.5], [-0.2, 0.1, 0.2], [0.1, 0.0, -0.1], [-0.1, -0.1, -0.1], [-0.1, 0.3, -0.3], [0.2, 0.1, 0.4], [0.0, 0.5, 0.2], [-0.1, -0.8, -0.2], [-0.5, 0.5, 0.3], [0.0, 0.1, 0.6], [0.2, -0.5, -0.1], [-0.1, 0.3, -0.4], [-0.1, 0.0, 0.1], [0.1, -0.1, 0.3], [0.0, 0.2, 0.1], [-0.1, -0.2, 0.3], [0.5, 0.5, -0.6], [-0.2, -0.3, 0.1], [0.6, -0.6, 0.2], [-0.6, 0.8, -0.1], [0.2, -0.6, -0.7], [0.0, -0.1, -0.3], [-0.5, 0.3, 0.2], [0.1, -0.1, 0.3], [0.0, 0.2, -0.5], [0.1, 0.0, -0.1], [0.1, 0.3, 0.0], [0.3, -0.1, 0.0], [-0.1, 0.2, 0.0], [-0.3, -0.1, 0.0], [0.0, -0.1, -0.1], [0.3, -0.3, -0.1], [0.2, -0.3, -0.2], [0.1, 0.0, 0.2], [0.1, 0.0, 0.1], [0.1, 0.1, 0.1], [-0.1, -0.1, -0.2], [-0.2, -0.1, 0.0], [0.1, -0.2, -0.1], [0.0, 0.2, -0.1], [0.1, 0.0, 0.2], [0.3, 0.0, -0.4], [0.2, -0.2, -0.2], [0.1, 0.1, -0.2], [0.3, -0.3, 0.0], [0.1, -0.1, 0.2], [-0.1, 0.2, 0.2], [-0.4, -0.2, 0.0], [-0.2, -0.1, -0.3], [-0.6, 0.3, 0.3], [0.3, 0.3, -1.2], [1.4, 2.0, -2.0], [0.4, 0.2, -0.3], [-0.2, 0.1, 0.4], [0.1, 0.0, 0.1], [0.0, 0.1, 0.2], [0.2, -0.1, -0.1], [0.0, 0.0, 0.1], [0.1, 0.4, 0.2], [0.0, 0.0, 0.0], [0.0, 0.0, -0.1], [0.0, 0.0, 0.0], [-0.1, 0.0, -0.1], [-2.0, -3.0, 3.3], [0.0, -0.2, -0.2], [0.0, 0.0, 0.1], [0.0, -0.2, 0.4], [0.3, 0.1, -0.1]],
  "mulliken_charge": [-0.24, -0.78, -0.74, 1.58, -2.07, -0.63, 0.67, -0.39, -0.99, 0.74, -1.39, -0.74, -0.94, -0.20, 0.95, -0.56, -0.38, -0.25, 0.07, 0.63, 0.03, -0.42, -1.05, 1.00, -0.82, -0.46, 0.28, -0.78, 0.31, -0.42, 0.25, 0.55, 0.36, 0.34, 0.31, 0.22, 0.33, 0.45, 0.35, 0.45, 0.54, 0.31, 0.42, 0.34, 0.46, 0.48, -0.07, 0.53, 0.49, 0.35, 0.32, 0.34, -0.01, -0.40, 0.29, -0.27, 0.61, -0.52, -0.30, -0.22, 0.28, 0.28, 0.22, 0.96, 0.97, -0.64, -0.69, -0.67, 0.93, 0.87, -0.60, -0.58, -0.64]
}


No. 2
{
  "formula": "C10H16",
  "method": "wB97M-V/def2-TZVPD",
  "homo_lumo_gap_ev": 9.828,
  "e_above_lowest_kj_mol": 185.60,
  "smiles": "CCc1ccccc1.CC",
  "elements": ["C", "C", "C", "C", "C", "C", "C", "C", "H", "H", "H", "H", "H", "H", "H", "H", "H", "H", "C", "C", "H", "H", "H", "H", "H", "H"],
  "xyz": [[0.603952, -0.493311, -0.548745], [2.117773, -0.294115, -0.849647], [0.064662, 0.722956, 0.263288], [-1.014094, 1.505654, -0.088287], [0.705574, 0.956942, 1.552988], [-1.511786, 2.518396, 0.765069], [0.253350, 2.054779, 2.316865], [-0.864134, 2.776969, 1.983155], [-0.063180, -0.733722, -1.370865], [0.428110, -1.379409, 0.089008], [2.098256, -0.259329, -1.971819], [-1.341026, 1.622252, -1.078734], [1.643620, 0.490405, 1.627051], [-2.392871, 3.221325, 0.520724], [0.822143, 2.453584, 3.217760], [-1.234168, 3.555403, 2.582571], [2.977047, -1.040416, -0.528588], [2.568570, 0.726380, -0.610827], [-1.103271, -3.389688, -1.885841], [0.269187, -4.050385, -2.026948], [-1.187708, -2.230943, -1.977844], [-1.852444, -3.816141, -2.508688], [-1.491454, -3.532910, -0.782147], [0.674764, -4.082139, -2.997777], [1.033413, -3.712801, -1.292351], [0.189652, -5.130712, -1.808857]],
  "forces_ev_per_angstrom": [[0.0, 0.7, 2.3], [1.7, 0.2, -1.8], [0.8, -1.1, 2.0], [-0.1, 1.7, 1.0], [-2.3, 2.1, -2.4], [-0.4, 0.8, 0.6], [2.0, -0.6, 1.4], [-0.9, -1.0, -2.0], [0.5, 0.5, -0.6], [0.3, 0.4, 0.0], [0.7, -0.3, 0.8], [-0.7, -0.8, -1.4], [1.0, -0.6, 0.9], [1.5, -1.5, 0.0], [-0.6, -1.0, -1.1], [-0.2, 0.9, 0.8], [-2.3, 1.0, -0.5], [-1.1, -1.2, 0.1], [-0.4, 1.9, 3.0], [-0.2, -0.8, 1.7], [0.6, -2.1, -0.3], [-0.5, -0.4, -0.7], [0.7, 0.1, -2.0], [0.5, 0.7, -1.3], [-0.5, 0.2, -0.6], [-0.3, 0.3, 0.2]],
  "nbo_charge": [-0.44, -0.65, 0.02, -0.25, -0.23, -0.18, -0.20, -0.24, 0.22, 0.22, 0.22, 0.21, 0.21, 0.22, 0.21, 0.21, 0.22, 0.22, -0.61, -0.62, 0.20, 0.21, 0.20, 0.21, 0.21, 0.21]
}


No. 3
{
  "formula": "C6H13N2",
  "method": "wB97M-V/def2-TZVPD",
  "homo_lumo_gap_ev": 10.375,
  "e_above_lowest_kj_mol": 269.46,
  "charge": 1,
  "smiles": "C[C@@H]1[C@@H]2[NH2+][C@@H]2CN1C",
  "elements": ["C", "C", "C", "C", "C", "C", "N", "N", "H", "H", "H", "H", "H", "H", "H", "H", "H", "H", "H", "H", "H"],
  "xyz": [[-1.489332, 0.698347, 0.166791], [-0.731072, 1.770842, -0.559807], [0.449140, 1.070813, -1.116820], [0.337855, -0.431616, -0.712218], [1.666252, -1.093859, -0.434874], [-0.894816, -1.404467, 1.201434], [-0.406955, -0.217225, 0.551514], [0.552839, 1.969897, 0.067676], [-1.998182, 0.979190, 1.175402], [-2.128899, 0.019888, -0.399785], [-1.286832, 2.755963, -0.862981], [1.203361, 1.534825, -1.911682], [-0.320624, -0.910468, -1.535055], [1.425365, -2.206277, -0.230238], [2.040628, -0.742742, 0.575990], [2.229860, -0.780876, -1.265396], [-0.117630, -2.022107, 1.373472], [-1.321630, -1.042714, 2.148426], [-1.703998, -1.967708, 0.723864], [0.941014, 2.807970, -0.269004], [0.620691, 1.615061, 0.985669]],
  "forces_ev_per_angstrom": [[-0.4, -1.1, 3.1], [-2.7, 1.8, -1.3], [1.9, 0.5, -1.8], [-1.0, 1.2, 0.3], [-1.9, -1.4, 2.3], [-2.7, 2.0, 0.6], [0.1, -0.1, -1.2], [-0.3, 0.0, -0.7], [0.5, 0.0, -2.0], [-0.8, 1.1, -0.7], [1.3, -2.2, 0.1], [-2.2, -1.6, 1.3], [1.1, 0.4, 1.1], [1.1, 1.6, -1.1], [-0.1, 0.0, -1.4], [1.7, -0.7, -0.8], [2.5, -2.2, 0.8], [0.2, -0.5, 0.0], [0.0, 0.2, -0.6], [1.0, 1.4, 0.7], [0.7, -0.6, 1.4]],
  "nbo_charge": [-0.26, -0.08, -0.04, -0.06, -0.63, -0.41, -0.45, -0.52, 0.24, 0.23, 0.28, 0.27, 0.22, 0.25, 0.23, 0.23, 0.21, 0.22, 0.19, 0.44, 0.46]
}


No. 4
{
  "formula": "C4H6N3O2",
  "method": "wB97M-V/def2-TZVPD",
  "homo_lumo_gap_ev": [7.538, 7.539],
  "e_above_lowest_kj_mol": 343.58,
  "charge": -1,
  "elements": ["C", "C", "C", "C", "N", "N", "N", "O", "O", "H", "H", "H", "H", "H", "H"],
  "xyz": [[-0.330970, 0.628773, 1.177132], [-1.277056, -0.280965, 1.087866], [-1.812103, -2.187733, -0.555361], [0.770268, 0.457615, 0.221475], [-1.113757, -1.254524, 0.250565], [0.767749, -0.926730, -0.108688], [0.982416, -1.226582, -1.422871], [-1.186020, -2.638839, -1.570633], [-3.035581, -2.378002, -0.294079], [-0.444724, 1.465308, 1.834158], [-2.016140, -0.449371, 1.915462], [0.474294, 0.851466, -0.753165], [1.692891, 0.780701, 0.676189], [0.419655, -2.041640, -1.684710], [0.841075, -0.479795, -2.077873]],
  "forces_ev_per_angstrom": [[0.0, 1.7, 1.2], [-2.2, -0.8, 2.7], [-2.0, 0.2, -1.0], [-1.0, -0.1, -1.1], [3.3, -1.7, -2.6], [-1.8, -3.1, -0.4], [1.5, 0.2, 1.1], [-0.1, 0.0, 1.2], [1.7, 0.2, 0.3], [0.3, 0.3, 0.4], [0.0, 0.7, -1.0], [0.6, 1.7, -0.3], [0.6, 0.2, -0.4], [-0.4, -0.3, 0.2], [-0.6, 0.8, -0.2]],
  "nbo_charge": [-0.39, 0.05, 0.87, -0.29, -0.43, -0.07, -0.64, -0.80, -0.76, 0.19, 0.20, 0.14, 0.20, 0.43, 0.30]
}


No. 5
{
  "formula": "C15H18O",
  "method": "wB97M-V/def2-TZVPD",
  "homo_lumo_gap_ev": 9.274,
  "e_above_lowest_kj_mol": 169.70,
  "smiles": "CCc1ccc(O)cc1.Cc1ccccc1",
  "elements": ["C", "C", "C", "C", "C", "C", "C", "H", "H", "H", "H", "H", "H", "H", "H", "C", "C", "C", "C", "C", "C", "C", "C", "O", "H", "H", "H", "H", "H", "H", "H", "H", "H", "H"],
  "xyz": [[3.048358, -1.830870, -1.996354], [-1.014807, -0.524687, -1.734129], [-0.773689, -1.866754, -1.816122], [0.003327, 0.433920, -1.719663], [0.570860, -2.299813, -1.839440], [1.277483, -0.026901, -1.991886], [1.630486, -1.406362, -1.942710], [-2.063064, -0.195958, -1.731432], [-1.480060, -2.671417, -1.746141], [-0.205967, 1.459413, -1.507623], [0.849240, -3.338659, -1.708931], [2.124229, 0.539110, -1.633976], [3.306248, -2.845464, -2.212299], [3.384424, -1.626078, -0.939673], [3.600589, -1.008785, -2.522249], [0.101586, -1.390162, 2.244278], [1.593175, -1.406249, 2.644734], [-0.497826, -0.025494, 1.874916], [-1.780157, 0.150952, 1.397703], [0.280975, 1.151569, 1.871650], [-2.270118, 1.296560, 0.738487], [-0.167524, 2.314457, 1.298548], [-1.387411, 2.374250, 0.626382], [-1.522812, 3.438872, -0.222387], [0.043762, -1.873962, 1.269315], [-0.392546, -1.900428, 3.114685], [1.669433, -1.908045, 3.602972], [-2.491222, -0.678164, 1.489454], [1.190858, 1.330184, 2.445919], [-3.343685, 1.337457, 0.526993], [0.478270, 3.195134, 1.281956], [-2.382281, 3.889449, -0.246408], [1.892291, -0.375700, 2.830770], [2.286789, -1.765898, 1.904257]],
  "forces_ev_per_angstrom": [[1.0, 2.8, 2.0], [-1.8, 0.9, -0.5], [2.2, -0.8, 0.4], [0.2, -1.5, -0.8], [0.4, 0.2, 0.0], [1.2, -0.8, 2.5], [-2.5, 0.1, -1.2], [0.5, 0.0, 0.3], [-0.8, 0.2, -0.1], [0.0, 0.4, -0.1], [-0.4, -0.2, -0.2], [0.3, 1.1, -0.9], [-0.1, -0.4, -0.6], [0.1, -0.5, -0.7], [-0.1, -1.3, -0.2], [0.2, 0.2, 0.2], [-0.6, 1.4, 0.6], [1.2, 1.0, 0.5], [-1.2, -0.6, -0.4], [-0.1, 0.2, 0.8], [0.5, 0.1, 1.3], [-0.1, 0.4, -0.8], [-0.1, -0.4, -0.1], [-0.4, 0.8, -0.1], [-0.5, -0.9, 0.4], [-0.3, 0.3, -1.4], [0.5, -0.3, -0.1], [0.3, 0.1, -0.1], [0.0, -0.8, -0.3], [0.6, 0.1, -0.5], [-0.3, -0.2, 0.0], [0.2, -0.7, 0.2], [0.3, -0.1, 0.2], [0.0, -0.5, -0.2]],
  "nbo_charge": [-0.64, -0.22, -0.22, -0.20, -0.22, -0.22, -0.01, 0.21, 0.22, 0.23, 0.20, 0.20, 0.23, 0.22, 0.23, -0.43, -0.61, -0.04, -0.18, -0.20, -0.29, -0.27, 0.29, -0.70, 0.23, 0.22, 0.21, 0.21, 0.21, 0.22, 0.22, 0.49, 0.20, 0.21]
}


Number 1: E -3855.646552 a.u.. Number 2: E -390.565186 a.u.. Number 3: E -345.593382 a.u.. Number 4: E -470.696305 a.u.. Number 5: E -657.552439 a.u..